This record from the Open Molecules 2025 dataset describes a molecular structure, C17H35AsBN8O2S2Sn in a non-equilibrium geometry. The level of theory is ωB97M-V with the def2-TZVPD basis set.

```
67
Properties=species:S:1:pos:R:3:forces:R:3:mulliken_charge:R:1
Sn -1.44824 -2.26774 0.16294 -0.2008 -0.0042 -0.8568 0.578
N -0.06352 -3.97880 0.75695 0.2040 -0.2946 1.7694 -0.635
C 1.05265 -3.47759 1.63006 0.8749 0.9307 -0.9341 0.487
C 2.47334 -4.02206 1.19402 -2.1962 -1.1101 0.5954 -1.218
C 3.48681 -4.29011 2.29792 0.3621 -0.3556 0.7161 -0.988
C 4.80727 -3.55818 2.04761 -0.7958 0.7568 0.7236 -0.880
N 4.73680 -2.20783 2.67048 1.5878 -0.1726 -0.3939 0.096
C 5.82148 -1.59040 3.18688 -1.4623 0.4040 0.4993 0.756
N 5.61981 -0.43363 3.86142 -1.5288 -1.0909 -0.4501 -0.385
N 7.04002 -2.12652 3.16623 -0.0119 -0.2529 -0.6440 -0.365
C 1.12700 -1.94994 1.54322 0.0061 1.3329 -0.6925 0.149
O 1.93876 -1.31506 2.18959 0.1618 -0.6818 0.0173 -0.765
O 0.32291 -1.33514 0.68384 0.2250 -0.7327 0.5097 -0.573
H -0.48029 -4.74392 1.29339 -0.1988 0.0277 -0.4560 0.343
H 0.30304 -4.39361 -0.08091 0.2444 -0.2299 -0.5544 0.369
H 0.81754 -3.68449 2.66026 -0.0478 -0.4735 0.3829 0.390
H 2.84586 -3.36923 0.44836 0.5134 0.8101 -0.7136 0.684
H 2.22773 -4.95069 0.66051 0.3604 -0.0132 0.1779 0.440
H 3.69483 -5.36792 2.36381 -0.0259 0.2898 -0.2262 0.429
H 3.14138 -4.04014 3.32243 -0.0463 0.0836 -0.6556 0.439
H 4.99363 -3.50716 0.97623 0.2533 0.1442 -0.0229 0.289
H 5.60839 -4.06585 2.54662 0.4154 -0.4355 0.1267 0.591
H 3.88246 -1.67163 2.55418 -0.0765 -0.0320 0.0451 0.130
H 4.68491 -0.04286 4.01135 0.5966 -0.5752 -0.2204 0.201
H 6.34453 0.20990 3.94987 1.4325 1.0126 0.2640 0.238
H 7.30553 -2.79223 2.45434 -0.1861 0.0271 0.1222 0.219
H 7.81182 -1.75778 3.69440 -0.1187 0.2878 0.1983 0.252
C -2.63630 -0.24021 -5.71916 0.3331 0.9637 -0.3963 -0.849
N -3.26373 0.96698 -5.19538 0.3079 0.6837 0.4278 0.098
C -4.45143 1.51241 -5.60230 -0.1221 0.6779 1.3140 -0.333
C -4.70571 2.60872 -4.81556 1.0110 -0.9185 -1.0185 -0.600
N -3.59163 2.79237 -4.02077 -0.6615 0.1489 0.3583 0.115
B -3.69669 3.90025 -2.86211 0.3296 -0.1303 0.1123 0.251
N -2.35791 4.67281 -2.71903 0.6985 0.1462 0.0620 0.099
C -2.09356 5.98118 -2.98546 1.3211 -0.1203 -0.1259 -0.491
C -0.76027 6.20725 -2.67144 -1.2190 1.6487 -0.6262 -0.254
N -0.24418 5.05278 -2.20879 -1.0783 -0.7098 0.0816 0.230
C 1.14467 4.88814 -1.84440 0.4470 0.4705 -0.8717 -0.803
C -1.24304 4.13702 -2.23826 0.7185 -1.0701 0.5622 -0.281
S -1.12127 2.41154 -1.78161 -0.0252 0.9936 -0.4887 0.042
C -2.75432 1.76609 -4.24082 0.0015 0.8600 0.1171 0.293
S -1.06955 1.64072 -3.68907 -0.3214 -0.2523 -0.1384 -0.139
H -3.44623 -0.84782 -6.05000 -0.3259 -0.8898 -0.0493 0.346
H -2.03591 -0.66921 -4.91944 -0.0900 -0.2726 -0.2573 0.341
H -2.03267 0.01635 -6.60096 0.0348 -0.1556 0.3749 0.319
H -5.03914 1.06008 -6.33920 -0.6762 -0.5528 -0.8892 0.489
H -5.56089 3.26392 -4.84192 0.1888 0.0668 0.2246 0.452
H -4.52006 4.71329 -3.11450 -0.2991 -0.1149 -0.3055 -0.126
H -3.83871 3.34687 -1.82509 -0.3375 -0.2676 0.2492 -0.062
H -2.81396 6.60802 -3.46248 -0.2349 0.3066 0.0698 0.480
H -0.19842 7.15304 -2.74532 -0.2933 -0.8609 0.0948 0.414
H 1.70724 4.66893 -2.76712 -0.0796 -0.2939 0.5231 0.336
H 1.25884 4.13656 -1.07762 0.1383 -0.0510 0.0630 0.315
H 1.47126 5.87705 -1.53157 0.2065 -0.2074 0.4090 0.328
C -0.76703 -0.65251 3.52241 0.6339 0.0962 0.0848 -1.063
As -2.26456 -1.44749 2.59048 -0.4347 0.3824 0.9362 0.422
C -3.14184 0.22301 1.98147 0.2014 -0.3898 -0.1280 -1.067
C -3.44872 -2.23086 3.99616 -0.7090 0.5817 -0.6975 -0.967
H -1.17353 -0.07351 4.33807 -0.2104 0.2508 0.2480 0.535
H -0.20048 0.02731 2.84893 -0.4164 -0.6290 0.4109 0.323
H -0.09170 -1.39481 3.97600 -0.2606 0.2297 -0.3488 0.308
H -3.44480 0.79022 2.84199 -0.2355 0.1040 0.5818 0.410
H -4.02910 0.00255 1.38417 0.2161 0.0681 -0.0561 0.400
H -2.42818 0.87751 1.45187 -0.1982 -0.5928 -0.0523 0.312
H -3.61942 -1.40539 4.70578 0.2940 -0.5282 0.0134 0.352
H -3.16665 -3.18629 4.45372 0.5238 0.5358 -0.1105 0.370
H -4.42683 -2.42429 3.53230 0.2812 0.1397 -0.0861 0.379
```
Positions in Å, forces in eV/Å.

Output
E_HOMO: -15.3932 eV
Total energy: -4527.87941 Ha
Net charge: +3
HOMO-LUMO gap: 0.291 Eh